{"formula": "C5H13N", "method": "wB97M-V/def2-TZVPD", "symbols": ["C", "C", "C", "H", "H", "H", "H", "H", "H", "C", "N", "C", "H", "H", "H", "H", "H", "H", "H"], "coordinates": [[-3.1025, 1.4419, 0.4008], [-3.4167, 0.7743, -0.7010], [-3.5203, -0.7373, -0.7644], [-3.0475, 2.5235, 0.3375], [-2.7839, 0.9493, 1.3119], [-3.8336, 1.2870, -1.5624], [-4.2262, -1.0476, -1.5340], [-2.5613, -1.2085, -0.9945], [-3.8418, -1.0951, 0.2146], [4.2388, -0.6786, 0.1828], [2.8430, -0.9095, 0.3439], [2.1274, 0.3378, 0.4006], [4.5217, -0.3557, -0.8242], [4.6666, 0.0826, 0.8500], [4.8405, -1.5809, 0.3208], [2.7045, -1.3456, 1.2476], [2.3516, 0.9007, 1.3116], [1.0618, 0.1904, 0.2769], [2.3832, 0.9611, -0.4510]], "lumo_ev": 1.1, "e_above_lowest_kj_mol": 166.2, "gap_ev": 10.02, "homo_ev": -8.956, "smiles": "C=CC.CNC"}